{
  "formula": "C6H16AsN3PtS4",
  "method": "wB97M-V/def2-TZVPD",
  "species": ["Pt", "N", "C", "C", "C", "N", "C", "C", "N", "C", "H", "H", "H", "H", "H", "H", "H", "H", "H", "H", "H", "H", "H", "H", "H", "H", "S", "As", "S", "S", "S"],
  "coordinates": [[-0.44, 1.51, -0.92], [0.74, 0.99, 2.16], [0.69, -0.53, 2.08], [-0.75, -1.04, 2.01], [-1.35, -1.28, 0.63], [-1.80, -0.02, -0.03], [-0.38, -2.03, -0.27], [1.00, -1.39, -0.39], [0.96, -0.20, -1.29], [1.61, -1.09, 0.99], [0.14, 1.32, 2.92], [0.42, 1.46, 1.29], [1.69, 1.31, 2.36], [1.11, -0.82, 3.04], [-1.41, -0.42, 2.63], [-0.74, -2.02, 2.51], [-2.23, -1.91, 0.77], [-2.45, 0.47, 0.59], [-2.38, -0.29, -0.83], [-0.81, -2.17, -1.27], [-0.25, -3.03, 0.14], [1.67, -2.12, -0.85], [0.75, -0.52, -2.23], [1.89, 0.22, -1.34], [2.51, -0.48, 0.89], [1.95, -2.05, 1.38], [0.75, 2.28, -4.82], [-0.43, 3.36, -3.38], [0.39, 3.60, -1.38], [-1.84, 1.75, -2.94], [-1.02, 5.12, -4.43]],
  "charge": 2,
  "e_tot_ha": -4349.7214,
  "homo_energy_ev": [-14.48, -15.27],
  "lumo_energy_ha": [-0.2391, -0.3316],
  "homo_lumo_gap_ev": [7.971, 6.245],
  "multiplicity": 5
}

***

{
  "formula": "C6H16ClGaIO2P",
  "method": "wB97M-V/def2-TZVPD",
  "species": ["C", "I", "H", "H", "H", "Ga", "P", "C", "C", "H", "H", "H", "C", "H", "H", "H", "H", "H", "H", "C", "O", "Cl", "C", "O", "H", "H", "H", "H"],
  "coordinates": [[-0.17, 0.72, 2.32], [-1.11, 1.45, 3.95], [0.70, 1.37, 2.04], [0.22, -0.26, 2.74], [-0.81, 0.54, 1.43], [0.96, -0.99, 0.03], [0.27, 0.39, -1.57], [-0.97, 1.68, -1.30], [1.69, 1.20, -2.38], [0.05, -1.68, -2.79], [-0.15, -0.24, -3.82], [-1.49, -0.77, -2.74], [-0.40, -0.69, -2.86], [2.59, 0.58, -2.31], [1.42, 1.34, -3.45], [-0.94, 2.39, -2.13], [-0.79, 2.23, -0.36], [1.88, 2.18, -1.91], [-1.96, 1.22, -1.27], [-2.85, 3.38, 2.88], [-3.42, 4.28, 2.43], [3.00, -1.12, 0.62], [0.69, -3.39, 1.92], [-0.01, -2.32, 1.27], [1.77, -3.30, 1.77], [0.29, -4.29, 1.45], [0.46, -3.31, 2.99], [-0.92, -2.57, 1.05]],
  "charge": 2,
  "e_tot_ha": -3412.0627,
  "homo_energy_ev": -14.02,
  "lumo_energy_ha": -0.3319,
  "homo_lumo_gap_ev": 4.991
}